No. 1
66
Properties=species:S:1:pos:R:3:forces:R:3 method="wB97M-V/def2-TZVPD" e_above_lowest_ev=1.027 charge=+1 total_energy_ha=-2272.15118 lumo_ev=-3.51
Rh 0.7671 0.0741 0.2280 0.71 1.20 -1.19
F 0.4387 -3.8931 6.2166 0.00 0.02 -0.03
C 0.3844 -3.4461 4.9688 -0.02 -0.02 0.03
C 1.3915 -2.6404 4.4713 0.06 0.06 -0.02
F 2.4255 -2.3132 5.2431 -0.01 -0.01 0.01
C 1.3369 -2.1853 3.1642 0.22 -0.01 0.07
F 2.3656 -1.4435 2.7335 -0.13 -0.02 -0.06
C 0.2801 -2.4952 2.3233 -0.31 0.08 -0.19
S 0.0964 -2.0025 0.6344 0.34 -0.71 0.67
C -0.7176 -3.3108 2.8527 -0.15 0.01 0.00
F -1.7606 -3.6557 2.0918 0.03 0.01 0.06
C -0.6779 -3.7876 4.1485 0.00 -0.02 -0.01
F -1.6550 -4.5608 4.6100 0.01 0.00 0.01
C 5.0246 0.7785 -0.2525 0.05 -0.01 0.00
C 3.8669 -0.1675 -0.3352 -0.12 -0.14 0.06
O 2.9014 -0.0295 0.4380 -0.16 0.13 -0.18
N 3.9199 -1.1417 -1.2424 0.01 0.02 -0.04
C 2.8783 -2.1493 -1.3820 0.05 0.02 -0.01
C 1.8145 -1.7311 -2.3635 -0.02 0.00 0.10
C 1.6650 -2.3885 -3.5734 -0.01 0.02 -0.03
C 0.6795 -1.9771 -4.4567 0.01 -0.01 -0.01
C -0.1153 -0.9003 -4.1067 0.01 0.01 -0.01
C 0.1028 -0.2973 -2.8817 0.07 0.11 -0.03
N 1.0331 -0.6972 -2.0117 -0.24 -0.19 0.07
H 5.2159 1.0077 0.7931 0.00 -0.01 0.00
H 4.7531 1.7078 -0.7562 -0.01 0.00 0.01
H 5.9256 0.3799 -0.7140 0.00 0.01 0.00
H 4.7208 -1.1782 -1.8518 0.00 -0.03 0.02
H 2.4254 -2.3114 -0.4045 0.01 -0.01 0.00
H 3.3419 -3.0809 -1.6996 0.01 0.02 -0.03
H 2.3150 -3.2182 -3.8155 0.00 -0.01 0.01
H 0.5424 -2.4836 -5.4025 0.00 0.00 0.00
H -0.8906 -0.5281 -4.7613 0.01 0.00 -0.01
H -0.4885 0.5597 -2.5893 -0.06 0.02 0.03
C 0.8999 1.2406 1.8938 -0.11 -0.63 0.11
C 0.4714 2.5300 1.3097 0.28 -0.21 0.20
C -0.6809 3.2082 1.7197 -0.10 0.05 -0.09
C -1.0784 4.3677 1.0759 -0.03 -0.06 0.01
C -0.3494 4.8610 -0.0039 0.01 0.01 -0.03
C 0.7939 4.2009 -0.4230 -0.01 -0.04 0.03
C 1.2121 3.0512 0.2413 -0.04 -0.07 -0.18
H 0.3834 0.8981 2.7858 -0.09 0.20 0.07
H 1.9782 1.1733 1.9869 0.02 0.07 0.44
H -1.2561 2.8265 2.5565 0.03 0.02 0.03
H -1.9593 4.8957 1.4176 0.00 0.01 0.00
H -0.6640 5.7696 -0.4992 -0.01 0.00 0.00
H 1.3779 4.5926 -1.2456 0.00 0.00 0.00
H 2.1376 2.5645 -0.0535 0.03 0.02 0.06
C -4.5212 -0.7460 -0.8697 0.01 -0.05 -0.01
C -3.4893 0.3725 -0.7779 0.03 -0.06 -0.03
C -3.2826 1.0033 -2.1582 0.07 0.03 0.01
C -3.9533 1.4302 0.2189 -0.07 -0.02 0.06
N -2.2734 -0.2810 -0.2474 0.13 0.08 0.08
N -1.2028 0.6183 0.0588 -0.36 0.03 0.01
H -5.4554 -0.3686 -1.2851 0.01 0.01 0.00
H -4.7169 -1.1658 0.1160 0.01 0.00 0.01
H -4.1670 -1.5518 -1.5169 0.00 0.01 -0.01
H -4.2258 1.3897 -2.5445 0.00 0.02 0.02
H -2.9124 0.2620 -2.8694 -0.01 -0.01 -0.02
H -2.5890 1.8508 -2.1311 0.02 -0.02 -0.01
H -4.9401 1.7934 -0.0674 0.01 0.02 -0.01
H -3.2878 2.2960 0.2519 0.02 0.01 -0.01
H -4.0293 1.0048 1.2215 0.00 -0.01 -0.01
H -1.9120 -1.0068 -0.8552 -0.09 0.00 -0.04
H -1.4277 1.0132 0.9669 -0.06 0.05 -0.03
H -1.1872 1.4124 -0.5899 -0.06 0.02 0.03

No. 2
74
Properties=species:S:1:pos:R:3:forces:R:3 method="wB97M-V/def2-TZVPD" spin_multiplicity=2 e_above_lowest_ev=2.477 charge=-1 total_energy_ha=-4831.64908 lumo_ev="1.84 / 1.69" s_squared=0.769
W -1.0479 0.2601 -0.8730 -0.14 -0.04 -0.28
C -0.7255 5.2915 2.2257 -0.68 -0.46 -1.18
C -0.3630 4.1128 1.3979 0.11 -1.48 0.59
O -0.1912 2.9328 2.2794 0.88 0.59 -0.44
P 1.0695 2.0325 1.8986 0.14 -0.88 0.01
S 1.4387 0.6283 3.2193 -0.38 0.35 -0.47
S 0.9711 1.5110 -0.1556 0.41 0.71 1.00
O 2.3029 3.0776 1.8615 -1.05 0.12 0.58
C 3.5879 2.5314 1.5336 0.16 1.32 0.79
C 4.6750 3.0788 2.5095 -0.98 0.07 -0.21
H -1.0454 6.0034 1.4610 -0.96 0.29 0.61
H 0.1336 5.7278 2.6041 1.84 0.69 1.13
H -1.3634 4.9957 3.0547 -0.58 0.45 -0.34
H 0.5610 4.2520 0.8774 0.51 0.35 -0.38
H -1.0920 3.8274 0.6636 -0.61 -0.07 -0.23
H 3.6992 2.9021 0.5198 0.83 -0.33 -0.22
H 3.4923 1.4631 1.5746 0.47 -0.61 -0.13
H 4.5810 4.1901 2.6347 0.22 -1.01 -0.31
H 5.6124 2.7867 2.0623 0.57 0.31 -0.15
H 4.6756 2.6227 3.5165 -0.48 0.09 -0.52
C -0.2098 -3.6941 1.7050 0.94 0.78 -1.03
C -0.8779 -2.6331 0.7881 0.43 0.68 0.83
S 0.1734 -1.3081 0.2845 -0.32 -0.91 0.06
C -2.1895 -2.5685 0.4973 -0.11 -1.30 0.18
C -2.9567 -3.8479 0.8959 -2.15 0.57 -0.17
S -2.8883 -1.3121 -0.5253 1.04 -0.49 0.85
H -0.9611 -4.3332 2.1827 0.43 0.08 -0.26
H 0.3514 -3.1330 2.5409 -0.46 -1.05 -1.46
H 0.4779 -4.3176 0.9909 -0.92 0.95 1.75
H -2.8833 -4.0785 1.9868 0.08 0.28 -0.89
H -2.5034 -4.6620 0.3046 -0.48 0.07 0.36
H -4.1031 -3.7977 0.6980 2.02 0.01 0.03
O 3.3626 -1.4089 -4.6588 -1.58 -0.51 0.70
C 3.3310 -0.1160 -4.3039 0.54 1.36 -0.92
C 4.4286 0.6865 -4.7593 -2.15 0.73 1.76
C 4.4094 2.0645 -4.4576 1.41 -2.08 -0.27
C 3.3964 2.6549 -3.7428 -1.11 0.43 -0.36
C 2.2742 1.8982 -3.3987 0.99 -1.46 -0.42
C 2.2313 0.4866 -3.6327 0.30 0.65 0.42
C 1.0397 -0.3090 -3.0459 4.26 3.15 -2.10
O 0.2498 0.4613 -2.4559 -2.51 0.28 1.43
N 1.0544 -1.5441 -3.2847 -1.29 -2.56 0.17
N -0.1560 -2.0987 -2.8667 -0.38 -1.71 -0.16
C -0.2088 -3.3846 -2.8382 2.26 2.31 -0.44
S -1.6385 -4.1886 -2.4266 -0.99 -0.67 0.18
C -1.0768 -5.7517 -3.1188 -0.15 -0.63 0.25
C 0.3556 -5.9684 -2.7525 1.52 0.92 1.34
S 1.2457 -4.4039 -3.1595 -0.72 -0.04 -0.05
H 2.4493 -1.7462 -4.3536 1.19 -0.13 -0.20
H 5.2670 0.1911 -5.1895 0.42 -0.16 -0.46
H 5.3286 2.5743 -4.7045 -0.09 0.53 -0.12
H 3.4395 3.7366 -3.5898 -0.19 -0.39 0.20
H 1.4288 2.3376 -2.9234 -0.37 0.31 0.35
H -1.1492 -5.7850 -4.2048 -0.53 -0.06 0.02
H -1.6853 -6.4733 -2.5754 -0.22 -0.37 -0.59
H 0.9208 -6.7778 -3.2224 -0.52 0.01 -0.26
H 0.4868 -6.0793 -1.6559 -0.28 -0.12 -0.54
O -2.3282 0.2434 -2.6207 0.05 1.62 0.32
N -2.4150 1.5257 -2.8293 -0.10 -0.97 -0.54
O -1.7394 2.1692 -2.0276 -0.05 -0.50 0.51
I -3.8591 -0.5908 6.9760 -0.63 -0.48 1.22
C -3.6982 0.1388 5.0926 2.52 0.21 -0.40
C -4.7152 0.6673 4.3546 -1.60 0.25 -0.24
C -4.4795 1.1783 3.0797 0.82 -0.48 0.03
C -3.1870 1.1608 2.5482 -1.46 0.50 -0.31
C -2.1879 0.7045 3.3407 1.68 -1.56 1.65
C -2.3754 0.1631 4.6122 -1.88 0.89 -0.71
C -2.9639 1.4779 1.0999 -1.42 0.00 -1.71
O -3.8446 1.8162 0.2966 1.17 -0.33 1.83
O -1.7338 1.2187 0.7178 0.06 0.17 -0.14
H -5.7166 0.6287 4.8015 0.29 0.18 -0.48
H -5.2332 1.4957 2.4027 -0.87 0.32 -0.13
H -1.1709 0.5748 3.0673 0.64 0.46 -0.97
H -1.5387 -0.1700 5.1947 0.19 -0.20 0.07

No. 3
62
Properties=species:S:1:pos:R:3:forces:R:3 method="wB97M-V/def2-TZVPD" e_above_lowest_ev=1.488 charge=+2 total_energy_ha=-4253.50815 lumo_ev=-5.82
In 3.9016 1.1946 -1.2122 0.06 -0.06 0.14
C -0.7444 0.5259 0.5303 -0.42 -0.21 -0.05
N 0.4879 -0.2828 0.7629 0.36 0.34 -0.04
C 0.8577 -1.1103 -0.2648 0.36 -0.26 0.14
C 2.0628 -1.6337 -0.6412 -0.20 0.29 0.22
C 2.2434 -2.6970 -1.6025 -0.14 0.05 -0.10
C 3.5786 -2.9355 -1.6672 -0.05 -0.19 -0.13
C 4.1912 -1.9950 -0.7809 -0.19 0.07 0.20
N 3.3160 -1.2260 -0.1652 0.11 0.27 0.05
C -1.9769 -0.3390 0.4732 -0.03 0.11 -0.05
C -2.5688 -0.6446 -0.7471 0.01 -0.03 0.01
C -3.7254 -1.4108 -0.7948 -0.02 -0.04 0.00
C -4.2951 -1.8796 0.3791 -0.02 0.00 -0.05
C -3.7087 -1.5808 1.6022 0.02 -0.02 0.04
C -2.5557 -0.8129 1.6480 -0.04 0.03 0.01
H -0.6306 1.0889 -0.4002 0.03 0.01 0.05
H -0.8312 1.2341 1.3510 0.07 0.02 -0.01
H -0.0089 -1.4340 -0.8366 -0.01 0.00 -0.03
H 1.4494 -3.1927 -2.1402 0.02 -0.06 0.01
H 4.0997 -3.6735 -2.2558 -0.06 0.00 -0.02
H 5.2536 -1.8853 -0.6001 0.00 0.04 -0.02
H -2.1369 -0.2584 -1.6638 -0.03 -0.06 0.11
H -4.1897 -1.6319 -1.7469 0.01 -0.01 0.00
H -5.2044 -2.4641 0.3413 0.01 -0.01 0.02
H -4.1636 -1.9306 2.5194 0.00 0.00 0.00
H -2.1202 -0.5530 2.6084 -0.01 0.03 0.00
C 0.2174 -2.9914 2.3088 -0.06 -0.16 -0.31
N 0.7804 -2.2710 3.4442 0.02 0.32 0.00
C 0.8884 -2.8054 4.7098 0.06 -0.02 0.22
C 1.4197 -1.8587 5.5128 -0.03 -0.22 0.04
N 1.6254 -0.7450 4.7351 -0.22 0.01 -0.31
C 2.1347 0.5436 5.1786 0.17 0.30 0.03
C 1.2320 -1.0092 3.4771 0.06 -0.20 0.20
Se 1.5653 0.3078 2.1410 0.06 -0.32 -0.51
H -0.0655 -3.9844 2.6444 0.03 0.01 0.06
H 0.9548 -3.0865 1.5149 0.07 0.01 0.05
H -0.6659 -2.4822 1.9283 0.03 -0.01 0.07
H 0.5866 -3.8131 4.9350 -0.04 0.01 -0.06
H 1.6688 -1.8981 6.5586 0.01 0.10 -0.01
H 2.2515 0.5345 6.2576 0.00 -0.07 0.00
H 1.4326 1.3323 4.9070 -0.04 -0.06 0.04
H 3.1014 0.7543 4.7191 0.01 -0.08 0.05
C -3.1560 4.2811 -1.5269 -0.01 -0.07 0.01
C -2.0450 3.4351 -2.0747 0.00 -0.07 -0.01
C -0.7104 3.8234 -1.9407 0.02 -0.03 -0.01
C 0.3106 3.0659 -2.4875 0.09 0.05 0.03
C 0.0010 1.9076 -3.1847 0.10 -0.26 -0.12
C -1.3152 1.4813 -3.3006 0.07 -0.02 -0.16
C -2.3283 2.2437 -2.7428 -0.01 0.16 0.00
S 1.2911 0.9001 -3.9076 -0.04 0.51 0.17
C 1.9704 2.0828 -5.0844 -0.08 -0.20 0.00
O 2.3558 0.7987 -2.8145 0.03 -0.09 -0.10
H -2.7717 5.1633 -1.0202 -0.03 0.02 0.00
H -3.7651 3.7126 -0.8227 -0.01 0.01 0.01
H -3.8136 4.6028 -2.3353 0.00 0.04 0.02
H -0.4725 4.7404 -1.4164 0.00 0.00 0.00
H 1.3432 3.3751 -2.3719 -0.02 0.04 -0.02
H -1.5470 0.5670 -3.8353 0.01 0.01 -0.02
H -3.3580 1.9195 -2.8329 0.00 -0.01 -0.03
H 2.2286 3.0111 -4.5809 -0.03 0.00 0.07
H 1.2204 2.2590 -5.8552 -0.03 0.00 0.03
H 2.8528 1.6297 -5.5334 -0.02 -0.05 0.04